# 1
{"formula": "C10H30FO10", "method": "wB97M-V/def2-TZVPD", "symbols": ["F", "C", "C", "O", "O", "H", "H", "H", "H", "H", "H", "C", "C", "O", "O", "H", "H", "H", "H", "H", "H", "C", "C", "O", "O", "H", "H", "H", "H", "H", "H", "C", "C", "O", "O", "H", "H", "H", "H", "H", "H", "C", "C", "O", "O", "H", "H", "H", "H", "H", "H"], "xyz": [[-0.571, 0.176, -0.760], [-3.174, 0.945, 1.227], [-2.653, -0.293, 2.026], [-1.908, -1.326, 1.283], [-2.123, 1.705, 0.753], [-3.881, 1.593, 1.744], [-3.800, 0.636, 0.390], [-3.446, -0.844, 2.533], [-1.898, 0.062, 2.727], [-1.449, -0.908, 0.550], [-1.573, 1.152, 0.194], [0.273, -3.379, -0.918], [1.475, -3.794, -0.071], [2.233, -2.686, 0.310], [0.529, -2.503, -1.961], [-0.463, -2.944, -0.242], [-0.194, -4.226, -1.420], [2.059, -4.563, -0.577], [1.131, -4.215, 0.873], [2.877, -2.863, 1.000], [-0.324, -2.221, -2.302], [-2.690, -1.614, -2.648], [-3.433, -0.146, -2.829], [-2.418, 0.869, -2.716], [-1.709, -2.019, -3.539], [-3.387, -2.452, -2.636], [-2.254, -1.611, -1.649], [-4.113, 0.027, -1.995], [-3.935, -0.107, -3.796], [-1.857, 0.588, -1.990], [-2.112, -2.262, -4.375], [3.555, 3.029, 0.088], [2.348, 3.562, -0.681], [1.420, 2.468, -0.869], [4.221, 2.131, -0.763], [3.248, 2.502, 0.991], [4.227, 3.840, 0.369], [2.773, 3.880, -1.633], [1.848, 4.481, -0.377], [0.636, 2.807, -1.308], [4.978, 2.614, -1.102], [2.176, 1.086, 3.075], [1.175, 0.074, 2.471], [1.377, -0.099, 1.146], [1.461, 2.305, 3.087], [3.122, 1.029, 2.536], [2.385, 0.883, 4.125], [0.141, 0.400, 2.360], [1.178, -0.862, 3.030], [0.606, 0.149, 0.630], [1.914, 2.946, 3.641]], "lowdin_charge": [-0.444, -0.271, -0.186, -0.110, -0.072, 0.106, 0.093, 0.101, 0.091, 0.006, 0.005, -0.264, -0.255, -0.054, -0.050, 0.101, 0.111, 0.101, 0.110, 0.083, 0.025, -0.226, -0.179, -0.101, -0.068, 0.105, 0.090, 0.088, 0.094, 0.010, 0.098, -0.250, -0.229, -0.049, -0.051, 0.089, 0.111, 0.098, 0.107, 0.080, 0.076, -0.231, -0.277, -0.058, -0.072, 0.104, 0.099, 0.102, 0.108, 0.032, 0.073], "relative_energy_kcal_mol": 79.1, "homo_lumo_gap_ev": 8.697, "total_charge": -1, "e_tot_ev": -34046.5591, "fmax_ev_per_a": 3.20}

# 2
{"formula": "C10H30FO5", "method": "wB97M-V/def2-TZVPD", "symbols": ["F", "C", "C", "O", "H", "H", "H", "H", "H", "H", "C", "C", "O", "H", "H", "H", "H", "H", "H", "C", "C", "O", "H", "H", "H", "H", "H", "H", "C", "C", "O", "H", "H", "H", "H", "H", "H", "C", "C", "O", "H", "H", "H", "H", "H", "H"], "xyz": [[0.517, 0.402, 0.209], [0.777, -1.118, -3.576], [1.880, -0.277, -2.947], [1.330, 0.881, -2.308], [1.205, -2.035, -3.990], [0.367, -0.551, -4.420], [-0.044, -1.280, -2.882], [2.563, 0.112, -3.703], [2.409, -0.856, -2.184], [1.111, 0.627, -1.388], [0.230, -1.648, 3.486], [1.650, -1.291, 3.074], [1.727, 0.099, 2.744], [0.077, -2.721, 3.643], [-0.485, -1.256, 2.764], [0.012, -1.188, 4.456], [1.951, -1.843, 2.177], [2.360, -1.465, 3.881], [1.284, 0.223, 1.885], [-3.470, 1.589, -2.176], [-2.129, 1.504, -1.486], [-2.037, 0.251, -0.829], [-3.505, 2.444, -2.859], [-4.260, 1.797, -1.446], [-3.722, 0.688, -2.732], [-2.017, 2.323, -0.764], [-1.314, 1.614, -2.211], [-1.118, 0.158, -0.523], [0.005, 3.764, 2.845], [-0.018, 3.808, 1.329], [0.977, 2.980, 0.763], [-0.926, 4.198, 3.246], [0.792, 4.381, 3.286], [0.068, 2.753, 3.242], [0.169, 4.810, 0.932], [-1.026, 3.532, 0.986], [0.604, 2.081, 0.656], [0.087, -4.135, -0.862], [0.088, -2.981, 0.119], [1.193, -2.149, -0.230], [-0.105, -3.710, -1.853], [-0.705, -4.875, -0.719], [1.048, -4.645, -0.853], [0.279, -3.371, 1.129], [-0.838, -2.403, 0.105], [0.957, -1.221, -0.017]], "lowdin_charge": [-0.439, -0.096, -0.321, -0.114, 0.065, 0.065, 0.061, 0.099, 0.098, 0.024, -0.102, -0.317, -0.106, 0.062, 0.070, 0.065, 0.091, 0.102, 0.031, -0.103, -0.336, -0.105, 0.066, 0.065, 0.068, 0.096, 0.106, 0.025, -0.097, -0.340, -0.094, 0.063, 0.063, 0.068, 0.102, 0.092, 0.031, -0.094, -0.322, -0.119, 0.062, 0.065, 0.070, 0.091, 0.113, 0.025], "relative_energy_kcal_mol": 4.9, "homo_lumo_gap_ev": 9.763, "total_charge": -1, "e_tot_ev": -23813.7152, "fmax_ev_per_a": 1.19}

# 3
{"formula": "C10H30N6O4Rb", "method": "wB97M-V/def2-TZVPD", "symbols": ["Rb", "C", "C", "C", "O", "C", "N", "H", "H", "H", "H", "H", "H", "H", "H", "H", "H", "H", "C", "C", "C", "O", "C", "N", "H", "H", "H", "H", "H", "H", "H", "H", "H", "H", "H", "C", "O", "N", "N", "H", "H", "H", "H", "C", "O", "N", "N", "H", "H", "H", "H"], "xyz": [[-0.772, 1.183, 1.476], [4.637, 0.621, -0.363], [4.834, -0.685, 0.503], [5.248, -0.493, 1.960], [5.257, -1.687, 2.694], [5.833, -1.498, 3.952], [3.649, -1.474, 0.339], [5.553, 1.088, -0.724], [4.088, 1.340, 0.247], [3.989, 0.460, -1.224], [5.621, -1.280, 0.040], [4.534, 0.172, 2.447], [6.127, 0.152, 1.976], [5.758, -2.405, 4.553], [5.306, -0.829, 4.632], [6.872, -1.190, 3.838], [3.727, -2.380, 0.778], [3.509, -1.632, -0.649], [-4.069, 1.206, -3.516], [-5.086, 0.168, -2.854], [-4.749, -1.281, -3.220], [-3.540, -1.480, -2.659], [-2.966, -2.628, -3.161], [-5.097, 0.582, -1.443], [-4.414, 2.223, -3.335], [-4.109, 1.069, -4.597], [-3.032, 1.132, -3.188], [-6.100, 0.377, -3.196], [-4.833, -1.482, -4.288], [-5.562, -1.875, -2.802], [-2.826, -2.520, -4.236], [-3.650, -3.476, -3.193], [-2.034, -2.877, -2.653], [-5.082, -0.177, -0.777], [-5.733, 1.319, -1.175], [-0.819, 7.892, 0.194], [-1.158, 6.839, -0.190], [0.119, 8.181, 1.004], [-1.524, 8.926, -0.123], [0.239, 9.130, 1.327], [0.558, 7.403, 1.475], [-1.306, 9.724, 0.457], [-2.278, 8.861, -0.792], [-0.632, -5.336, 2.743], [-0.658, -4.235, 3.221], [-1.697, -6.054, 2.334], [0.533, -5.973, 2.615], [-1.524, -6.953, 1.907], [-2.605, -5.617, 2.268], [0.499, -6.944, 2.339], [1.362, -5.587, 3.043]], "lowdin_charge": [0.898, -0.039, -0.430, -0.228, -0.162, -0.121, 0.022, 0.076, 0.063, 0.065, 0.131, 0.118, 0.130, 0.091, 0.086, 0.095, 0.074, 0.070, -0.057, -0.376, -0.260, -0.165, -0.115, 0.017, 0.064, 0.067, 0.064, 0.127, 0.133, 0.128, 0.092, 0.091, 0.095, 0.061, 0.072, -0.880, 0.066, 0.177, 0.165, 0.119, 0.126, 0.108, 0.130, -0.753, 0.028, 0.156, 0.149, 0.101, 0.112, 0.100, 0.117], "relative_energy_kcal_mol": 85.5, "homo_lumo_gap_ev": 7.311, "total_charge": 1, "e_tot_ev": -28636.2130, "fmax_ev_per_a": 6.21}

# 4
{"formula": "C10H30O10", "method": "wB97M-V/def2-TZVPD", "symbols": ["O", "C", "C", "O", "H", "H", "H", "H", "H", "H", "O", "C", "C", "O", "H", "H", "H", "H", "H", "H", "O", "C", "C", "O", "H", "H", "H", "H", "H", "H", "O", "C", "C", "O", "H", "H", "H", "H", "H", "H", "O", "C", "C", "O", "H", "H", "H", "H", "H", "H"], "xyz": [[3.252, 2.670, 3.059], [2.329, 2.203, 2.098], [3.179, 1.388, 1.042], [3.988, 2.238, 0.316], [3.501, 3.597, 3.030], [1.577, 1.642, 2.653], [1.709, 2.908, 1.544], [2.589, 0.803, 0.337], [3.793, 0.621, 1.513], [4.721, 2.591, 0.826], [-1.486, -0.044, -0.302], [-1.358, -0.728, 0.899], [-0.068, -1.503, 1.069], [0.770, -0.793, 1.928], [-1.576, -0.743, -0.953], [-1.479, -0.105, 1.786], [-2.130, -1.486, 1.038], [0.468, -1.766, 0.158], [-0.244, -2.382, 1.690], [1.012, 0.054, 1.545], [0.350, 2.069, -3.499], [0.062, 0.693, -3.633], [1.044, -0.005, -4.663], [2.222, -0.473, -3.913], [0.654, 2.142, -2.592], [0.173, 0.111, -2.718], [-0.993, 0.758, -3.898], [1.551, 0.634, -5.386], [0.461, -0.767, -5.180], [2.678, -1.144, -4.427], [-1.361, 2.210, 4.750], [-0.200, 1.966, 5.424], [0.272, 0.391, 5.613], [1.207, 0.371, 6.687], [-1.519, 3.106, 4.445], [0.573, 2.625, 5.029], [-0.432, 2.330, 6.425], [0.745, -0.055, 4.738], [-0.616, -0.175, 5.895], [1.366, 1.289, 6.921], [-4.512, -3.607, -5.243], [-3.226, -3.224, -4.918], [-2.869, -2.781, -3.406], [-3.084, -1.393, -3.104], [-4.750, -4.220, -4.543], [-2.630, -4.122, -5.083], [-2.845, -2.495, -5.633], [-1.792, -2.851, -3.257], [-3.172, -3.454, -2.604], [-3.906, -1.094, -3.499]], "lowdin_charge": [-0.060, -0.222, -0.261, -0.049, 0.090, 0.090, 0.121, 0.108, 0.123, 0.090, -0.043, -0.267, -0.242, -0.081, 0.064, 0.128, 0.113, 0.123, 0.121, 0.039, -0.064, -0.230, -0.178, -0.101, 0.080, 0.102, 0.110, 0.111, 0.099, 0.068, -0.066, -0.260, -0.173, -0.083, 0.095, 0.107, 0.107, 0.095, 0.108, 0.065, -0.052, -0.251, -0.199, -0.087, 0.089, 0.106, 0.120, 0.103, 0.106, 0.085], "relative_energy_kcal_mol": 71.8, "homo_lumo_gap_ev": 10.290, "e_tot_ev": -31326.1939, "smiles": "OCCO.OCCO.OCCO.OCCO.OCCO", "fmax_ev_per_a": 3.22}